(1)
Molecular formula: C4H9NO
Method: DFT, the ωB97M-V functional and the def2-TZVPD basis

Values from the calculation:
Spin multiplicity = 1
DFT total energy = -287.76464 a.u.
Strongest force on any atom = 0.427 eV/A

Each line ends with the natural charge from an NBO analysis.
Element x y z (Å)
C1 1.90 0.98 -1.02  -0.605
C2 0.80 0.00 -0.62  -0.260
N1 0.57 0.19 0.81  -0.389
C3 -0.57 0.07 1.33  0.086
C4 -1.87 -0.40 0.68  -0.149
O1 -1.70 -1.52 -0.17  -0.704
H1 2.24 0.82 -2.05  0.206
H2 1.55 2.01 -0.92  0.204
H3 2.75 0.85 -0.35  0.215
H4 -0.11 0.15 -1.23  0.185
H5 1.13 -1.03 -0.80  0.201
H6 -0.64 0.30 2.40  0.171
H7 -2.29 0.39 0.05  0.199
H8 -2.60 -0.61 1.48  0.173
H9 -1.20 -2.18 0.33  0.467



(2)
Molecular formula: C4H9NO
Method: DFT, the ωB97M-V functional and the def2-TZVPD basis

Values from the calculation:
Spin multiplicity = 1
DFT total energy = -287.66182 a.u.
Strongest force on any atom = 5.417 eV/A

Each line ends with the natural charge from an NBO analysis.
Element x y z (Å)
C1 -1.34 -0.11 -0.58  -0.650
C2 0.04 0.07 0.01  0.042
C3 0.54 -0.97 0.98  -0.646
C4 1.08 0.66 -0.94  -0.638
N1 -0.09 1.17 1.34  0.147
O1 -1.05 1.05 2.06  -0.311
H1 -1.98 -0.77 0.02  0.226
H2 -1.86 0.86 -0.62  0.231
H3 -1.29 -0.54 -1.58  0.219
H4 1.57 -0.86 1.33  0.239
H5 -0.21 -1.47 1.59  0.239
H6 0.56 -1.52 -0.07  0.231
H7 0.72 1.61 -1.35  0.228
H8 2.02 0.85 -0.42  0.226
H9 1.29 -0.02 -1.77  0.219



(3)
Molecular formula: C4H9NO
Method: DFT, the ωB97M-V functional and the def2-TZVPD basis

Values from the calculation:
Spin multiplicity = 1
DFT total energy = -287.64741 a.u.
Strongest force on any atom = 0.380 eV/A

Each line ends with the natural charge from an NBO analysis.
Element x y z (Å)
C1 1.94 0.58 -1.44  -0.624
C2 0.49 0.48 -1.03  -0.072
O1 0.26 -0.84 -0.52  -0.506
C3 -0.74 -0.99 0.38  0.228
N1 -1.76 -0.10 0.50  -0.519
C4 -1.78 -0.07 1.86  -0.193
H1 2.60 0.45 -0.57  0.211
H2 2.19 -0.18 -2.18  0.215
H3 2.14 1.57 -1.88  0.214
H4 0.22 1.22 -0.26  0.186
H5 -0.18 0.64 -1.88  0.183
H6 -1.01 -2.04 0.43  0.215
H7 -0.98 0.45 2.40  0.188
H8 -0.66 -1.11 1.81  0.096
H9 -2.74 -0.05 2.39  0.179



(4)
Molecular formula: C4H9NO
Method: DFT, the ωB97M-V functional and the def2-TZVPD basis

Values from the calculation:
Spin multiplicity = 1
DFT total energy = -287.76711 a.u.
Strongest force on any atom = 0.404 eV/A

Each line ends with the natural charge from an NBO analysis.
Element x y z (Å)
C1 -0.78 -1.44 0.79  -0.606
C2 -0.43 -0.53 -0.36  -0.256
C3 -0.91 0.90 -0.37  -0.470
C4 0.56 0.56 -0.17  0.385
N1 1.55 0.70 -1.20  -0.842
O1 1.07 0.82 1.12  -0.710
H1 -0.68 -0.89 1.74  0.216
H2 -0.09 -2.28 0.83  0.213
H3 -1.80 -1.82 0.71  0.209
H4 -0.40 -1.00 -1.34  0.210
H5 -1.24 1.36 -1.30  0.227
H6 -1.52 1.18 0.49  0.203
H7 1.81 -0.20 -1.59  0.364
H8 2.38 1.16 -0.84  0.379
H9 0.48 1.49 1.49  0.477



(5)
Molecular formula: C4H9NO
Method: DFT, the ωB97M-V functional and the def2-TZVPD basis

Values from the calculation:
Spin multiplicity = 1
DFT total energy = -287.75049 a.u.
Strongest force on any atom = 3.446 eV/A

Each line ends with the natural charge from an NBO analysis.
Element x y z (Å)
C1 1.81 0.11 -0.63  -0.622
C2 0.50 -0.52 -0.31  -0.282
C3 -0.03 -0.47 1.10  -0.455
C4 -0.93 0.21 0.16  0.415
N1 -2.10 -0.41 -0.13  -0.834
O1 -0.98 1.57 -0.04  -0.700
H1 1.88 0.35 -1.70  0.213
H2 2.65 -0.57 -0.41  0.220
H3 1.99 1.03 -0.07  0.192
H4 0.32 -1.45 -0.83  0.213
H5 -0.41 -1.38 1.56  0.223
H6 0.52 0.17 1.79  0.209
H7 -2.57 -0.07 -0.98  0.370
H8 -2.84 -0.37 0.57  0.368
H9 -0.04 1.85 -0.06  0.468



(6)
Molecular formula: C4H9NO2
Method: DFT, the ωB97M-V functional and the def2-TZVPD basis

Values from the calculation:
Spin multiplicity = 1
DFT total energy = -363.01747 a.u.
Strongest force on any atom = 1.570 eV/A

Each line ends with the natural charge from an NBO analysis.
Element x y z (Å)
O1 -1.75 3.29 0.01  -0.556
C1 -0.82 2.68 0.46  0.542
N1 -0.42 1.43 -0.05  -0.687
C2 -0.07 0.29 0.79  -0.217
C3 -0.37 -1.04 0.14  -0.431
C4 0.61 -1.43 -0.98  -0.067
O2 1.85 -1.83 -0.36  -0.730
H1 -0.12 3.10 1.20  0.105
H2 -0.50 1.40 -1.05  0.395
H3 1.00 0.30 1.05  0.198
H4 -0.70 0.42 1.67  0.202
H5 -1.41 -1.19 -0.17  0.214
H6 -0.23 -1.81 0.90  0.218
H7 0.21 -2.30 -1.51  0.175
H8 0.80 -0.55 -1.59  0.169
H9 1.93 -2.78 -0.54  0.471



(7)
Molecular formula: C4H9NO2
Method: DFT, the ωB97M-V functional and the def2-TZVPD basis

Values from the calculation:
Spin multiplicity = 1
DFT total energy = -363.06262 a.u.
Strongest force on any atom = 0.332 eV/A

Each line ends with the natural charge from an NBO analysis.
Element x y z (Å)
N1 1.22 0.71 1.34  -0.847
C1 0.12 1.44 1.02  0.674
O1 -0.08 2.56 1.47  -0.619
C2 -0.86 0.78 0.05  -0.508
C3 -0.19 0.07 -1.15  -0.437
C4 -0.06 -1.45 -1.00  -0.064
O2 0.37 -1.86 0.30  -0.729
H1 1.86 1.10 2.01  0.401
H2 1.31 -0.26 1.05  0.419
H3 -1.49 0.09 0.62  0.206
H4 -1.52 1.59 -0.28  0.246
H5 -0.77 0.26 -2.06  0.221
H6 0.80 0.51 -1.32  0.215
H7 -1.01 -1.95 -1.25  0.164
H8 0.70 -1.82 -1.69  0.188
H9 -0.39 -1.78 0.89  0.470



(8)
Molecular formula: C4H9NO2
Method: DFT, the ωB97M-V functional and the def2-TZVPD basis

Values from the calculation:
Spin multiplicity = 1
DFT total energy = -362.95763 a.u.
Strongest force on any atom = 2.039 eV/A

Each line ends with the natural charge from an NBO analysis.
Element x y z (Å)
O1 2.04 -1.46 0.21  -0.615
C1 1.97 -0.48 -0.51  0.536
N1 1.05 0.50 -0.43  -0.602
C2 0.13 0.52 0.65  -0.131
C3 -1.22 1.07 0.48  -0.444
C4 -0.86 -0.54 0.77  0.114
O2 -0.97 -1.25 1.94  -0.707
H1 2.67 -0.29 -1.34  0.110
H2 1.14 1.33 -1.00  0.401
H3 0.55 0.76 1.62  0.215
H4 -1.49 1.41 -0.52  0.221
H5 -1.70 1.60 1.28  0.227
H6 -1.27 -1.18 0.01  0.192
H7 -0.12 -1.71 2.02  0.488
H8 -1.18 -0.04 -2.87  0.003
H9 -0.73 -0.25 -2.30  -0.008